14
Properties=species:S:1:pos:R:3:forces:R:3 method="wB97M-V/def2-TZVPD" charge=-1 energy_ev=-18162.47548 spin_multiplicity=1 homo_lumo_gap_ev=7.251 de_lowest_ev=0.299
C -1.549 -1.873 -0.138 0.0 0.0 -0.5
S -1.228 -0.498 -1.309 0.0 0.0 0.3
H -2.228 -2.577 -0.610 -0.1 -0.2 0.0
H -0.632 -2.413 0.091 0.1 0.0 0.1
H -2.015 -1.550 0.788 0.0 0.2 0.2
H -0.096 0.501 1.805 0.5 0.1 -0.3
H -0.182 0.434 0.289 0.4 0.2 -0.3
O 0.414 0.782 1.024 -0.9 -0.2 0.6
H 0.983 -1.037 -1.555 0.1 -0.2 -0.1
H 2.362 -0.433 -1.744 0.1 0.0 0.1
O 1.935 -1.292 -1.675 -0.3 0.2 0.0
H 1.129 3.626 0.399 -0.2 -0.1 0.4
H 0.335 2.729 1.331 0.4 -0.1 -0.2
O 0.774 3.601 1.302 -0.1 0.1 -0.3

***

16
Properties=species:S:1:pos:R:3:forces:R:3 method="wB97M-V/def2-TZVPD" charge=-1 energy_ev=-14686.36296 spin_multiplicity=1 homo_lumo_gap_ev=7.752 de_lowest_ev=3.086
C 2.248 -0.196 0.206 0.5 1.2 -1.4
C -1.966 1.012 0.906 1.9 -2.2 -1.6
C -0.323 -1.340 -0.658 2.7 2.9 -1.8
N 1.118 0.450 0.751 -1.2 2.3 -0.8
O 0.570 1.722 -0.602 1.1 -1.5 1.4
Si -0.593 0.600 -0.391 -0.7 -1.6 -0.4
H 2.082 -0.666 -0.759 0.0 -0.4 -0.3
H 3.136 0.445 0.013 -0.2 0.1 0.5
H 2.565 -0.949 0.896 0.0 -0.6 0.8
H -2.378 1.867 0.510 -1.2 2.0 -0.6
H -2.636 0.183 0.920 -0.8 -0.5 0.0
H -1.502 1.128 1.817 0.8 0.5 2.3
H -0.194 -1.698 0.294 1.1 -1.0 2.5
H -1.138 -1.858 -0.963 -2.6 -1.4 -1.9
H 0.627 -1.489 -1.320 -2.1 -0.1 1.1
H -1.614 0.788 -1.619 0.7 0.2 0.3

***

186
Properties=species:S:1:pos:R:3:forces:R:3 method="wB97M-V/def2-TZVPD" charge=-2 energy_ev=-151542.68155 spin_multiplicity=1 homo_lumo_gap_ev=3.286
In -2.033 2.101 -1.656 1.8 -0.9 -0.4
In 2.012 0.585 -2.488 -3.3 0.7 -0.2
Na -1.212 -2.104 -2.705 0.0 0.4 -0.4
P -0.372 -0.776 -0.325 0.5 3.4 -2.9
O -0.315 -1.347 1.096 -1.7 -0.7 -0.6
O -1.795 -0.564 -1.039 0.9 -1.0 1.3
O 0.520 -1.510 -1.381 0.7 -0.4 0.3
O 0.241 0.715 -0.302 0.5 -0.6 -0.5
P -0.279 -0.203 -4.976 -1.9 0.1 -2.5
O -0.693 0.568 -3.660 1.0 -0.6 0.5
O -0.830 0.623 -6.207 1.3 -0.7 1.7
O -1.086 -1.553 -5.084 1.3 0.9 1.3
O 1.311 -0.475 -5.029 -0.8 1.0 2.1
P 0.739 3.882 -3.242 -0.8 2.2 0.5
O -0.645 3.608 -3.747 -2.0 0.3 -1.4
O 0.664 3.280 -1.827 -0.4 -1.0 2.6
O 1.055 5.408 -3.126 0.4 -2.1 -0.5
O 1.697 2.951 -3.993 2.4 -1.4 -0.2
C -1.048 4.532 1.275 0.9 0.2 -1.8
O -1.922 3.482 0.976 -0.2 -0.3 2.1
C -2.452 2.873 2.182 -0.2 0.2 -1.0
C -2.249 1.379 2.158 -0.7 1.1 -0.1
N -2.960 0.809 1.033 0.2 -0.4 0.1
C -4.415 0.683 1.092 1.1 -0.2 -0.3
C -5.023 0.141 -0.207 -1.5 1.8 -0.3
O -5.241 1.244 -1.169 -1.2 -1.3 -1.0
C -6.463 1.103 -2.006 0.5 1.4 0.3
H -1.479 5.464 1.641 -0.5 -0.1 0.6
H -0.675 4.799 0.286 0.5 0.1 -0.1
H -0.189 4.205 1.859 0.0 0.0 0.3
H -3.503 3.162 2.189 -0.3 -0.3 0.1
H -2.059 3.202 3.144 0.6 0.7 -0.2
H -2.558 1.091 3.162 -0.5 -0.8 0.4
H -1.183 1.161 2.107 0.0 -0.1 -0.5
H -2.554 -0.104 0.885 0.0 -0.1 -0.7
H -4.799 1.661 1.382 -0.5 -0.1 -0.2
H -4.694 -0.065 1.834 -0.2 0.0 0.5
H -6.036 -0.172 0.043 -0.2 -0.4 0.2
H -4.497 -0.723 -0.614 0.4 0.3 -0.3
H -6.692 0.184 -2.546 0.5 -0.5 0.7
H -6.546 1.846 -2.799 1.7 0.2 -0.4
H -7.361 1.523 -1.551 -0.2 -0.9 1.4
C 2.926 -5.221 2.553 -0.3 -0.8 0.5
O 3.172 -4.417 3.745 0.1 -0.4 -2.1
C 3.242 -3.037 3.363 -2.2 0.1 0.1
C 1.942 -2.550 2.580 0.9 1.1 -0.8
N 1.917 -1.101 2.272 1.4 -0.3 0.6
C 1.555 -0.242 3.403 1.0 -1.7 -0.1
C 1.853 1.173 3.081 1.3 2.2 -0.4
O 2.329 1.939 4.213 -0.6 -0.8 1.3
C 3.010 3.156 3.982 -1.4 -0.2 -0.8
H 3.496 -6.150 2.523 0.5 0.1 0.7
H 3.109 -4.785 1.571 0.2 0.8 0.3
H 1.895 -5.575 2.523 -0.3 0.3 0.2
H 4.133 -2.826 2.771 0.0 -0.1 -0.3
H 3.342 -2.494 4.303 0.0 0.1 0.0
H 0.903 -2.763 2.832 0.2 -1.0 1.5
H 1.907 -2.883 1.542 0.6 -0.9 0.0
H 1.131 -1.178 1.643 -0.7 1.2 -0.8
H 2.213 -0.669 4.160 -0.2 0.8 0.8
H 0.513 -0.358 3.700 -0.2 -0.1 0.1
H 0.985 1.610 2.587 -0.2 0.4 0.2
H 2.659 1.317 2.362 -0.1 -0.8 -0.4
H 4.044 3.013 3.667 0.1 0.0 -0.1
H 2.947 3.783 4.871 0.2 -0.3 0.3
H 2.435 3.697 3.230 0.4 0.3 -0.4
C 4.076 -2.630 -3.887 0.3 0.1 0.7
O 4.001 -1.953 -2.621 -0.1 0.0 -2.3
C 4.048 -2.756 -1.490 0.5 1.6 1.1
C 4.572 -1.712 -0.474 -0.9 -0.1 0.5
N 3.606 -0.582 -0.243 0.4 -1.2 -0.6
C 4.264 0.512 0.408 2.1 0.4 0.2
C 4.975 0.207 1.728 0.6 -0.1 1.2
O 6.382 -0.231 1.567 -0.4 -0.2 0.6
C 7.074 -0.263 2.832 -1.2 0.6 0.1
H 3.807 -1.941 -4.687 -0.6 -0.1 0.3
H 3.488 -3.547 -3.838 -0.4 0.1 -0.4
H 5.099 -2.935 -4.110 0.4 -0.1 0.3
H 4.796 -3.548 -1.521 0.2 -0.2 -0.4
H 3.066 -3.179 -1.276 -0.2 0.1 0.3
H 5.537 -1.346 -0.825 -0.1 0.1 -0.1
H 4.716 -2.130 0.522 0.4 -0.5 0.0
H 3.107 -0.988 0.536 -1.7 0.2 -0.1
H 3.585 1.353 0.546 0.2 -0.4 -0.2
H 5.127 0.744 -0.214 -0.2 0.9 -0.5
H 4.402 -0.466 2.366 0.1 -0.8 -0.3
H 4.982 1.067 2.398 0.2 0.7 -0.4
H 7.431 0.726 3.118 0.1 0.3 -0.2
H 7.917 -0.945 2.942 -0.1 -0.2 -0.9
H 6.378 -0.526 3.629 -0.2 -0.3 0.1
C 2.205 6.748 1.607 -1.2 -0.3 0.2
O 2.826 5.547 1.327 0.9 -0.2 2.9
C 2.832 5.098 0.032 1.0 -0.7 0.2
C 3.370 3.588 0.027 -2.0 1.6 -1.1
N 3.529 3.189 -1.364 1.6 -0.6 0.0
C 4.863 3.454 -1.914 -0.4 -0.2 -2.3
C 4.822 3.102 -3.492 0.7 -0.1 2.7
O 4.787 1.668 -3.531 -0.1 0.4 -0.6
C 5.347 1.184 -4.736 0.4 -1.1 0.6
H 2.566 7.662 1.137 0.9 0.0 -0.1
H 2.198 6.794 2.696 0.1 0.5 0.0
H 1.168 6.722 1.271 -0.5 -0.2 0.0
H 3.506 5.813 -0.441 0.0 -0.3 -1.3
H 1.794 5.179 -0.290 0.2 -0.5 -1.1
H 2.508 3.015 0.369 0.1 -0.1 0.5
H 4.268 3.348 0.596 0.0 0.5 0.2
H 2.862 3.720 -1.905 -0.4 -0.2 -0.4
H 5.715 2.900 -1.521 -0.6 -1.1 0.4
H 5.276 4.444 -1.720 -0.7 0.9 -0.4
H 5.812 3.382 -3.854 0.0 0.4 -0.4
H 3.983 3.529 -4.040 0.0 0.1 0.1
H 4.671 1.170 -5.591 -0.2 0.2 0.1
H 5.690 0.179 -4.487 -0.4 -0.4 -0.3
H 6.296 1.659 -4.985 -0.1 0.7 -0.1
C 0.866 -3.693 6.884 -0.9 -1.0 -1.5
O -0.467 -3.110 6.788 2.2 0.0 -0.4
C -0.714 -2.641 5.438 -1.9 -0.5 1.0
C -1.291 -3.736 4.439 2.8 1.6 0.8
N -1.884 -3.064 3.295 -1.1 -1.1 1.3
C -3.041 -2.241 3.655 -0.6 -0.4 -1.2
C -4.175 -3.021 4.458 1.5 -0.2 -2.1
O -5.211 -2.254 4.894 -2.0 1.4 0.7
C -6.015 -1.606 3.864 1.0 -1.0 1.1
H 1.116 -4.032 5.879 -0.1 -0.7 -0.2
H 0.808 -4.571 7.528 0.1 0.2 0.2
H 1.781 -3.126 7.050 -0.6 1.1 1.0
H 0.117 -2.112 4.971 0.3 -0.3 0.2
H -1.472 -1.888 5.657 -0.2 0.1 -0.5
H -1.836 -4.525 4.956 -0.8 0.5 -0.1
H -0.377 -4.271 4.180 0.0 -0.2 -0.8
H -1.301 -2.483 2.710 0.8 -0.2 -0.2
H -3.378 -2.020 2.643 -1.1 -0.1 -0.1
H -2.808 -1.208 3.911 0.1 0.0 1.4
H -3.833 -3.658 5.274 0.3 0.5 0.2
H -4.583 -3.710 3.719 0.2 -0.5 -0.3
H -5.863 -2.144 2.928 0.3 0.5 -0.3
H -5.694 -0.565 3.909 -0.4 0.0 -0.7
H -7.074 -1.748 4.080 0.0 0.3 0.5
C 2.732 -6.696 -2.320 -1.8 -0.8 -0.2
O 1.406 -7.113 -1.791 1.5 0.8 -0.5
C 0.381 -6.211 -2.107 -1.6 1.1 -0.7
C -0.243 -5.537 -0.871 1.1 0.4 0.1
N -1.213 -4.469 -1.088 -1.3 -1.3 -1.2
C -2.597 -5.018 -1.402 0.6 1.0 0.6
C -3.672 -3.924 -1.624 1.4 -1.4 0.2
O -3.467 -3.243 -2.814 -0.4 1.6 -0.2
C -3.402 -3.881 -4.076 -0.3 0.0 0.4
H 2.684 -6.732 -3.408 0.0 -0.3 -0.2
H 3.415 -7.463 -1.956 0.1 0.4 0.1
H 3.020 -5.662 -2.129 -0.1 -0.1 0.8
H -0.432 -6.614 -2.710 -0.3 -1.5 0.4
H 0.602 -5.489 -2.893 1.2 0.8 0.5
H 0.554 -5.028 -0.330 0.4 -0.1 0.0
H -0.620 -6.290 -0.180 -0.2 -0.4 0.0
H -1.131 -3.949 -0.226 -0.9 0.6 0.0
H -2.993 -5.678 -0.630 0.2 -0.2 0.4
H -2.534 -5.627 -2.304 0.2 0.0 0.0
H -3.585 -3.232 -0.787 -0.1 0.4 -0.2
H -4.650 -4.402 -1.566 -0.3 -0.1 -0.2
H -2.446 -4.402 -4.130 0.0 0.0 -0.6
H -3.544 -3.097 -4.819 0.7 0.0 0.1
H -4.223 -4.570 -4.278 -0.2 -0.4 0.5
C -5.391 4.886 0.794 1.6 -0.1 -0.5
O -4.358 4.574 -0.197 -0.8 1.3 -0.5
C -3.762 5.737 -0.930 -0.5 -1.7 -0.5
C -3.832 5.684 -2.545 0.1 -0.9 1.5
N -3.137 4.496 -3.170 -0.8 1.6 1.3
C -3.679 4.136 -4.430 -1.4 -0.4 -1.5
C -3.466 2.714 -4.810 1.2 0.2 -0.7
O -4.060 1.806 -3.967 -1.9 -0.6 -0.3
C -4.201 0.500 -4.562 0.7 0.4 2.1
H -6.150 4.110 0.888 -0.1 -0.1 -0.8
H -5.830 5.872 0.642 -0.2 0.0 -0.2
H -4.937 4.877 1.785 0.3 0.3 0.2
H -2.699 5.770 -0.693 0.0 -0.2 0.2
H -4.221 6.634 -0.515 -0.1 0.2 -0.4
H -3.492 6.682 -2.820 0.8 0.0 -0.3
H -4.864 5.706 -2.893 -0.2 -0.5 0.2
H -2.239 4.649 -3.606 1.9 0.6 1.9
H -3.143 4.568 -5.275 0.2 0.9 -0.1
H -4.706 4.475 -4.569 -0.4 -0.3 0.2
H -2.402 2.481 -4.834 0.4 0.2 -0.2
H -3.793 2.721 -5.850 -0.5 -0.8 -0.3
H -4.885 0.367 -5.400 0.1 0.7 -0.4
H -4.654 0.006 -3.703 0.3 -0.9 -0.2
H -3.180 0.173 -4.755 -0.2 -0.6 -0.4

***

Q: Among the records above, which one has the lowest charge?
A: C42H105In2N7NaO26P3

***

Q: What is the charge in the third record?
A: -2

***

Q: Which of these has the lowest charge?
A: C42H105In2N7NaO26P3